#A
Molecular formula: C3H11N5
Method: DFT, wB97M-V/def2-TZVPD

Bonds (Å) are listed after each position.
Element x y z (Å)
1 H 0.404 1.139 -2.701  N2 1.022
2 N 0.107 0.412 -2.046  H1 1.022, N3 1.287
3 N 1.053 0.265 -1.187  N2 1.287, N4 1.300
4 N 0.980 -0.772 -0.406  N3 1.300, C5 1.438, C6 1.448
5 C 1.978 -0.874 0.624  N4 1.438, H7 1.092, H8 1.096, H9 1.089
6 C -0.144 -1.683 -0.341  N4 1.448, H10 1.089, H11 1.087, H12 1.092
7 H 2.360 -1.895 0.681  C5 1.092
8 H 1.555 -0.604 1.599  C5 1.096
9 H 2.795 -0.195 0.386  C5 1.089
10 H 0.220 -2.706 -0.248  C6 1.089
11 H -0.715 -1.582 -1.261  C6 1.087
12 H -0.783 -1.445 0.511  C6 1.092
13 H -0.911 2.171 2.587  N14 1.014
14 N -1.515 1.631 1.977  H13 1.014, C15 1.271
15 C -1.180 1.651 0.752  N14 1.271, N16 1.344, H17 1.122
16 N -1.897 1.061 -0.220  C15 1.344, H18 1.010, H19 1.071
17 H -0.234 2.086 0.332  C15 1.122
18 H -2.701 0.528 0.080  N16 1.010
19 H -1.372 0.811 -1.120  N16 1.071

The LUMO energy is 0.93 eV. As for the SMILES: [H]/N=N/N(C)C.[H]/N=C/N.



#B
Molecular formula: C3H11N5
Method: DFT, wB97M-V/def2-TZVPD

Bonds (Å) are listed after each position.
Element x y z (Å)
1 C -1.706 -0.287 2.361  C2 1.530, H9 1.122, H10 1.095, H11 1.093
2 C -0.647 0.352 1.461  C1 1.530, N3 1.426, H12 1.111, H13 1.090
3 N -0.717 -0.150 0.129  C2 1.426, C4 1.290
4 C 0.300 0.094 -0.626  N3 1.290, N5 1.345, N7 1.381
5 N 0.345 -0.457 -1.852  C4 1.345, N6 1.429, H14 1.011
6 N -0.673 -1.343 -2.323  N5 1.429, H15 1.040, H16 1.037
7 N 1.430 0.801 -0.267  C4 1.381, N8 1.374, H17 1.016
8 N 2.469 1.045 -1.132  N7 1.374, H18 1.013, H19 1.012
9 H -2.674 -0.439 1.812  C1 1.122
10 H -1.852 0.321 3.260  C1 1.095
11 H -1.386 -1.252 2.761  C1 1.093
12 H 0.330 0.135 1.945  C2 1.111
13 H -0.762 1.435 1.443  C2 1.090
14 H 1.024 -0.112 -2.517  N5 1.011
15 H -0.421 -2.229 -1.840  N6 1.040
16 H -1.541 -1.046 -1.840  N6 1.037
17 H 1.384 1.398 0.554  N7 1.016
18 H 2.905 0.164 -1.377  N8 1.013
19 H 2.192 1.570 -1.950  N8 1.012

The LUMO energy is 0.83 eV. As for the SMILES: CCN=C(NN)NN.



The least stable of them is #A.



#A
Molecular formula: C3H7O2S
Method: DFT, wB97M-V/def2-TZVPD

Bonds (Å) are listed after each position.
Element x y z (Å)
1 O -0.741 -1.641 0.781  C2 1.260
2 C 0.431 -1.989 0.480  O1 1.260, O3 1.268, H4 1.125
3 O 1.352 -1.286 -0.034  C2 1.268
4 H 0.734 -3.031 0.780  C2 1.125
5 C -0.069 1.110 1.181  S6 1.848, H8 1.118, H9 1.126, H10 1.087
6 S -0.316 2.061 -0.385  C5 1.848, C7 1.854
7 C -0.255 0.686 -1.626  S6 1.854, H11 1.093, H12 1.078, H13 1.089
8 H 0.821 0.435 1.238  C5 1.118
9 H -1.024 0.526 1.300  C5 1.126
10 H -0.088 1.922 1.903  C5 1.087
11 H -0.240 1.085 -2.644  C7 1.093
12 H 0.567 0.008 -1.464  C7 1.078
13 H -1.174 0.114 -1.510  C7 1.089

The LUMO energy is 3.55 eV. Its net charge is -1.



#B
Molecular formula: C3H7O2S
Method: DFT, wB97M-V/def2-TZVPD

Bonds (Å) are listed after each position.
Element x y z (Å)
1 C -1.195 1.766 -1.765  S2 1.891, H4 1.099, H5 1.033, H6 1.163
2 S -0.639 2.108 0.010  C1 1.891, C3 1.847
3 C 1.119 1.669 -0.353  S2 1.847, H7 1.195, H8 1.105, H9 1.205
4 H -0.585 2.189 -2.575  C1 1.099
5 H -1.341 0.766 -1.977  C1 1.033
6 H -2.310 2.056 -1.921  C1 1.163
7 H 1.581 2.662 -0.832  C3 1.195
8 H 1.092 0.644 -0.763  C3 1.105
9 H 1.689 1.565 0.703  C3 1.205
10 O 0.652 -3.775 1.484  C11 1.274
11 C 0.659 -2.589 1.018  O10 1.274, O12 1.266, H13 1.226
12 O 0.009 -2.099 0.049  C11 1.266
13 H 1.313 -1.691 1.536  C11 1.226

The LUMO energy is 3.13 eV. Its net charge is -1.



The least stable of them is #B.



#A
Molecular formula: C3H7O2S
Method: DFT, wB97M-V/def2-TZVPD

Bonds (Å) are listed after each position.
Element x y z (Å)
1 C -0.060 1.061 1.661  C2 1.530, H4 1.076, H5 1.085, H6 1.117
2 C -0.922 0.173 0.761  C1 1.530, S3 1.821, H7 1.090, H8 1.084
3 S -1.215 0.952 -0.858  C2 1.821, H9 1.491
4 H -0.469 1.085 2.656  C1 1.076
5 H 0.130 2.053 1.264  C1 1.085
6 H 0.987 0.678 1.598  C1 1.117
7 H -0.599 -0.861 0.633  C2 1.090
8 H -1.916 0.058 1.177  C2 1.084
9 H -0.057 0.395 -1.615  S3 1.491
10 O 0.875 -2.443 -2.461  C11 1.235
11 C 1.081 -1.421 -1.800  O10 1.235, O12 1.291, H13 1.097
12 O 1.007 -0.236 -2.307  C11 1.291
13 H 1.157 -1.494 -0.708  C11 1.097

The LUMO energy is 3.71 eV. Its net charge is -1.



#B
Molecular formula: C3H7O2S
Method: DFT, wB97M-V/def2-TZVPD

Bonds (Å) are listed after each position.
Element x y z (Å)
1 O -2.608 2.584 1.079  C2 1.206
2 C -1.838 2.184 0.242  O1 1.206, C3 1.514, H6 1.119
3 C -0.517 1.519 0.566  C2 1.514, C4 1.547, H7 1.092, H8 1.106
4 C 0.259 0.982 -0.660  C3 1.547, S5 1.804, H9 1.090, H10 1.106
5 S 1.881 0.355 -0.182  C4 1.804
6 H -2.072 2.054 -0.845  C2 1.119
7 H -0.538 0.803 1.390  C3 1.092
8 H 0.164 2.331 0.881  C3 1.106
9 H 0.467 1.828 -1.315  C4 1.090
10 H -0.397 0.270 -1.194  C4 1.106
11 H 2.292 -4.868 -0.525  O13 0.959
12 H 1.102 -4.712 0.402  O13 0.967
13 O 1.807 -5.329 0.162  H11 0.959, H12 0.967

The LUMO energy is 3.63 eV. Its net charge is -1.



The least stable of them is #B.